1.
112
Properties=species:S:1:pos:R:3:forces:R:3 method="wB97M-V/def2-TZVPD" homo_ev=-15.05 charge=+3 mol_weight_g_mol=882.85 orbital_gap_ha=0.222
Ti 0.538 -0.566 -0.365 0.396 0.253 -0.689
C -4.576 1.738 -0.129 -0.263 0.124 0.089
N -3.496 0.997 -0.770 0.185 0.075 0.170
C -2.301 0.686 -0.227 0.032 -0.056 0.053
N -1.534 0.033 -1.105 -0.184 0.098 0.018
C -2.287 -0.065 -2.262 -0.069 -0.044 0.166
C -3.509 0.538 -2.057 0.257 -0.169 -0.243
C -4.633 0.696 -2.988 -0.142 0.020 -0.060
C -5.898 0.203 -2.667 0.066 -0.024 0.031
C -6.941 0.327 -3.570 -0.062 -0.006 -0.014
C -6.730 0.946 -4.794 0.044 0.009 -0.020
C -5.476 1.448 -5.114 -0.028 -0.003 -0.054
C -4.428 1.321 -4.218 0.004 0.032 0.111
C -1.926 -0.810 -3.492 0.050 0.024 0.000
C -2.378 -2.124 -3.630 0.019 -0.032 -0.016
C -2.193 -2.807 -4.823 -0.013 -0.077 0.055
C -1.528 -2.198 -5.881 0.015 0.026 -0.035
C -1.081 -0.893 -5.756 0.017 -0.008 -0.052
C -1.297 -0.192 -4.575 0.080 0.010 0.094
P -1.803 1.182 1.447 0.342 -0.209 -0.276
C -1.064 -0.378 2.040 0.052 0.208 0.485
N 0.008 -1.022 1.534 -0.382 -0.073 0.564
C 0.365 -1.989 2.456 -0.216 -0.293 0.380
C -0.500 -1.916 3.528 0.275 0.016 -0.277
N -1.368 -0.885 3.249 0.012 -0.020 -0.386
C -2.424 -0.401 4.134 -0.225 0.060 0.190
C -0.519 -2.709 4.764 -0.023 -0.043 0.176
C -1.684 -3.349 5.189 0.033 -0.011 -0.108
C -1.682 -4.093 6.358 -0.061 -0.022 0.004
C -0.520 -4.207 7.108 0.047 0.019 -0.005
C 0.642 -3.572 6.689 0.027 -0.037 0.030
C 0.646 -2.828 5.522 -0.061 0.101 -0.066
C 1.448 -2.987 2.347 0.020 -0.011 0.027
C 2.784 -2.631 2.529 -0.094 -0.048 0.096
C 3.765 -3.611 2.561 0.046 0.062 -0.016
C 3.417 -4.950 2.439 -0.004 -0.071 -0.035
C 2.086 -5.312 2.279 -0.039 -0.019 0.002
C 1.104 -4.334 2.232 -0.030 0.088 -0.033
C -0.207 1.933 0.977 -0.017 0.394 0.199
N 0.800 1.386 0.267 -0.066 0.640 0.403
C 1.781 2.362 0.170 -0.045 0.383 -0.070
C 1.345 3.501 0.812 0.188 -0.353 -0.053
N 0.103 3.196 1.322 -0.018 -0.310 -0.142
C -0.707 4.070 2.165 -0.164 0.233 0.129
C 2.044 4.771 1.035 0.059 0.204 0.062
C 3.357 4.753 1.512 -0.139 -0.077 0.024
C 4.028 5.942 1.742 0.047 0.007 0.012
C 3.401 7.155 1.492 0.003 0.002 -0.015
C 2.101 7.180 1.007 -0.048 0.033 -0.003
C 1.423 5.994 0.779 0.029 -0.113 -0.091
C 3.052 2.223 -0.556 0.078 -0.099 -0.054
C 3.949 1.205 -0.247 -0.096 0.190 0.076
C 5.143 1.088 -0.944 0.008 -0.079 0.025
C 5.454 2.004 -1.939 0.041 0.006 -0.044
C 4.583 3.049 -2.222 -0.044 0.045 0.000
C 3.386 3.162 -1.535 -0.002 -0.065 0.044
H -4.174 2.363 0.664 0.014 -0.005 -0.007
H -5.319 1.062 0.289 0.053 -0.034 -0.006
H -5.065 2.370 -0.866 0.063 -0.023 -0.041
H -6.062 -0.297 -1.720 -0.017 -0.018 -0.018
H -7.919 -0.063 -3.326 0.013 -0.005 0.021
H -7.542 1.038 -5.503 -0.014 0.008 0.024
H -5.318 1.944 -6.062 0.008 -0.008 0.006
H -3.455 1.732 -4.456 -0.003 -0.016 -0.022
H -2.924 -2.579 -2.812 -0.008 -0.024 -0.027
H -2.601 -3.804 -4.947 0.044 0.027 0.034
H -1.390 -2.727 -6.815 -0.014 -0.008 0.016
H -0.607 -0.404 -6.598 0.012 0.015 0.023
H -1.022 0.857 -4.518 0.001 0.006 0.039
H -2.219 -0.746 5.143 0.047 -0.032 -0.017
H -3.395 -0.780 3.820 0.037 -0.048 -0.009
H -2.448 0.685 4.133 0.053 0.005 -0.041
H -2.587 -3.293 4.592 -0.013 0.018 0.021
H -2.589 -4.585 6.682 0.015 -0.020 -0.009
H -0.515 -4.792 8.018 -0.026 0.015 0.005
H 1.546 -3.649 7.279 -0.008 -0.016 -0.005
H 1.550 -2.324 5.205 0.021 0.000 -0.002
H 3.048 -1.592 2.691 0.009 -0.010 0.004
H 4.800 -3.333 2.715 -0.003 -0.005 -0.001
H 4.179 -5.716 2.491 0.015 0.021 0.002
H 1.806 -6.355 2.219 0.031 -0.003 -0.030
H 0.061 -4.610 2.124 0.003 -0.019 0.048
H -0.054 4.775 2.670 0.055 -0.025 -0.028
H -1.234 3.482 2.911 0.032 -0.039 -0.008
H -1.431 4.626 1.571 0.049 -0.016 -0.042
H 3.839 3.805 1.712 0.032 0.019 0.023
H 5.038 5.920 2.126 0.001 0.012 -0.020
H 3.926 8.084 1.668 0.007 -0.012 0.020
H 1.614 8.125 0.806 0.016 -0.004 -0.015
H 0.421 6.019 0.365 -0.024 0.027 0.035
H 3.731 0.556 0.592 0.040 -0.097 -0.043
H 5.840 0.297 -0.696 0.016 0.030 0.007
H 6.389 1.923 -2.478 0.002 -0.014 0.018
H 4.841 3.783 -2.974 0.008 -0.016 -0.009
H 2.705 3.976 -1.751 0.006 0.018 -0.010
N 0.407 -4.021 -2.348 -0.163 0.041 0.061
C 0.738 -3.125 -1.455 0.381 -0.324 -0.159
O -0.107 -2.262 -1.044 -0.192 -0.729 -0.205
C 2.119 -3.051 -0.902 0.010 0.198 0.073
C 2.376 -1.587 -0.509 -0.068 -0.437 -0.354
H -0.528 -4.047 -2.727 -0.140 0.046 -0.044
H 1.075 -4.698 -2.683 0.039 -0.004 0.047
H 2.848 -3.438 -1.614 0.014 -0.005 -0.001
H 2.149 -3.697 -0.019 -0.030 -0.014 -0.053
H 3.008 -1.123 -1.267 -0.159 0.239 0.037
H 2.922 -1.558 0.434 -0.201 0.237 0.073
C 1.908 0.605 -3.186 0.352 0.153 -0.066
O 0.936 -0.092 -2.364 -0.092 0.132 -0.349
H 1.691 0.414 -4.235 -0.072 -0.111 0.028
H 2.903 0.235 -2.950 -0.021 -0.017 0.066
H 1.870 1.671 -2.986 -0.098 -0.035 0.016
H 0.158 -0.264 -2.928 -0.074 -0.060 0.036



2.
113
Properties=species:S:1:pos:R:3:forces:R:3 method="wB97M-V/def2-TZVPD" e_above_lowest_kcal_mol=15.69 homo_ev="-11.77 / -12.09" charge=+2 mol_weight_g_mol=954.72 orbital_gap_ha="0.186 / 0.170"
Sn 0.287 -0.499 -0.273 -0.753 1.230 0.826
C -9.054 -2.510 3.153 -0.110 0.068 0.061
O -7.941 -3.291 2.737 -0.130 -0.124 0.031
C -6.809 -2.670 2.400 0.351 0.108 -0.129
C -5.741 -3.501 2.037 -0.131 -0.081 0.064
C -4.522 -2.965 1.694 0.034 0.057 -0.050
C -4.334 -1.579 1.648 -0.249 -0.065 0.037
C -5.408 -0.759 1.986 0.188 0.061 0.010
C -6.625 -1.287 2.381 -0.178 -0.023 0.088
C -3.032 -1.010 1.249 0.020 0.006 -0.044
C -2.980 -0.242 0.073 -0.264 -0.231 0.002
C -4.108 0.015 -0.773 0.096 -0.083 0.036
C -3.665 0.794 -1.793 0.122 -0.075 -0.026
C -2.263 1.005 -1.573 -0.239 0.190 -0.173
N -1.869 0.373 -0.429 0.957 -0.286 -0.013
C -1.481 1.889 -2.337 0.157 0.059 0.017
C -0.168 2.277 -2.024 -0.153 -0.060 -0.332
C 0.590 3.260 -2.746 0.035 -0.059 0.000
C 1.837 3.260 -2.215 -0.002 -0.094 0.048
C 1.846 2.275 -1.171 0.230 -0.007 -0.151
C 2.994 1.899 -0.445 -0.141 0.068 0.026
C 4.289 2.489 -0.840 0.214 0.158 -0.100
C 5.296 1.671 -1.368 -0.139 0.069 -0.014
C 6.488 2.209 -1.795 0.167 0.023 -0.039
C 6.743 3.578 -1.652 -0.337 -0.148 0.131
O 7.940 3.998 -2.066 0.193 -0.036 -0.115
C 8.287 5.367 -1.902 0.028 0.128 0.028
C 5.759 4.395 -1.093 0.175 0.170 -0.016
C 4.542 3.853 -0.717 -0.157 -0.212 0.129
C 2.995 1.013 0.637 0.240 0.252 -0.093
N 1.891 0.389 1.148 -0.806 -0.496 -0.585
C 2.298 -0.253 2.282 0.026 -0.447 0.194
C 1.471 -1.053 3.095 0.124 0.153 -0.055
C 2.081 -1.739 4.243 0.130 -0.100 0.194
C 1.998 -3.138 4.332 0.156 0.218 -0.031
C 2.619 -3.815 5.353 0.038 -0.061 0.094
C 3.302 -3.111 6.355 -0.156 0.160 -0.242
O 3.880 -3.856 7.297 0.052 -0.188 0.111
C 4.579 -3.218 8.359 0.056 0.045 0.104
C 3.337 -1.715 6.312 0.102 -0.048 0.174
C 2.755 -1.047 5.251 -0.248 -0.035 -0.235
C 0.091 -1.273 2.895 0.115 -0.029 0.275
C -0.757 -1.891 3.875 -0.030 -0.053 -0.113
C -2.014 -1.892 3.363 0.062 -0.040 -0.047
C -1.932 -1.267 2.076 -0.263 -0.060 -0.007
N -0.650 -0.873 1.826 0.598 0.175 -0.772
C 3.699 -0.018 2.497 -0.053 -0.017 -0.097
C 4.126 0.776 1.484 -0.031 -0.141 -0.030
N 0.611 1.711 -1.055 -0.165 -0.806 0.483
C -2.108 2.462 -3.543 -0.156 0.221 -0.180
C -2.334 3.832 -3.664 0.023 -0.191 0.190
C -2.945 4.365 -4.785 -0.091 0.098 -0.153
C -3.304 3.531 -5.846 0.146 -0.075 0.302
O -3.862 3.946 -6.986 -0.058 -0.041 -0.159
C -4.139 5.332 -7.147 -0.015 0.116 0.013
C -3.076 2.153 -5.735 -0.086 0.063 -0.142
C -2.514 1.630 -4.594 0.153 0.035 0.051
H -9.866 -3.211 3.317 0.016 -0.009 -0.014
H -9.345 -1.793 2.383 0.014 -0.021 -0.008
H -8.838 -1.988 4.087 0.038 0.020 -0.034
H -5.907 -4.570 2.039 0.037 -0.001 0.022
H -3.708 -3.631 1.427 0.010 0.010 0.024
H -5.279 0.317 1.983 -0.007 -0.007 -0.024
H -7.419 -0.616 2.681 0.017 -0.026 -0.032
H -5.111 -0.340 -0.606 0.016 -0.012 0.020
H -4.246 1.203 -2.603 0.029 0.044 0.025
H 0.234 3.872 -3.556 -0.048 -0.054 -0.016
H 2.672 3.869 -2.512 0.034 -0.021 -0.011
H 5.124 0.605 -1.464 0.021 -0.006 -0.017
H 7.254 1.592 -2.247 0.004 -0.022 0.057
H 9.263 5.482 -2.361 -0.005 -0.003 0.000
H 8.353 5.630 -0.844 -0.041 -0.021 -0.002
H 7.572 6.023 -2.403 0.001 -0.029 -0.020
H 5.938 5.450 -0.940 -0.020 -0.035 -0.024
H 3.788 4.494 -0.277 0.011 0.036 -0.037
H 1.475 -3.686 3.558 -0.010 -0.061 0.036
H 2.599 -4.895 5.409 -0.013 0.005 0.007
H 5.009 -4.021 8.949 -0.015 0.017 0.016
H 3.898 -2.634 8.981 -0.012 0.000 -0.024
H 5.381 -2.578 7.985 -0.021 -0.024 -0.053
H 3.810 -1.152 7.104 0.012 -0.005 -0.057
H 2.775 0.035 5.216 0.068 0.013 0.065
H -0.448 -2.243 4.845 0.026 0.028 -0.015
H -2.915 -2.250 3.832 -0.008 0.048 -0.030
H 4.287 -0.402 3.311 -0.018 -0.035 0.035
H 5.119 1.164 1.322 -0.039 0.045 0.038
H -2.064 4.486 -2.844 -0.013 0.033 -0.027
H -3.147 5.426 -4.821 0.040 -0.016 -0.019
H -4.537 5.442 -8.150 -0.018 -0.021 0.005
H -3.232 5.932 -7.052 0.015 -0.038 -0.001
H -4.882 5.667 -6.421 0.008 -0.009 -0.001
H -3.354 1.523 -6.569 -0.016 -0.028 0.032
H -2.353 0.560 -4.523 -0.028 -0.002 -0.011
N 1.688 -0.930 -2.625 -0.011 0.032 0.144
C 1.181 -2.110 -3.333 -0.170 -0.007 0.000
C -0.341 -2.105 -3.371 0.180 0.005 -0.055
N -0.969 -2.157 -2.048 -0.082 0.259 0.128
C -1.217 -3.497 -1.509 0.162 -0.129 0.140
C -0.005 -4.115 -0.821 -0.101 0.098 -0.081
N 0.480 -3.241 0.252 0.049 0.113 0.018
H 1.547 -0.098 -3.194 0.008 0.077 0.085
H 2.690 -1.025 -2.496 0.007 0.122 0.105
H 1.552 -2.991 -2.816 0.056 -0.025 -0.077
H 1.534 -2.155 -4.367 0.062 -0.014 0.039
H -0.672 -2.937 -4.002 -0.070 0.044 0.010
H -0.657 -1.172 -3.846 -0.059 -0.049 -0.054
H -1.867 -1.688 -2.114 0.034 0.086 0.077
H -1.549 -4.187 -2.292 -0.091 0.062 0.013
H -2.017 -3.403 -0.770 -0.058 -0.024 -0.057
H 0.802 -4.268 -1.533 0.015 -0.085 0.030
H -0.302 -5.099 -0.449 0.049 -0.006 -0.016
H 1.383 -3.565 0.584 0.025 0.057 0.036
H -0.156 -3.292 1.044 0.060 0.071 0.034